C26H44F14O13S2 | ωB97M-V/def2-TZVPD

```
! wB97M-V def2-TZVPD RIJCOSX def2/J DEFGRID3
* xyz 0 1
O 7.62 -1.08 1.43
S 7.66 -0.01 0.47
O 6.96 -0.65 -0.96
F 6.13 -1.76 -0.70
O 6.54 1.02 0.99
C 6.37 2.20 0.19
C 5.37 2.02 -0.97
C 4.19 2.98 -0.96
F 4.69 4.23 -0.81
F 3.62 2.94 -2.19
C 2.99 2.85 0.08
F 3.04 3.93 0.88
F 1.83 2.91 -0.59
C 2.90 1.68 1.11
F 1.78 1.92 1.81
F 3.96 1.82 1.94
C 2.89 0.12 0.80
F 4.13 -0.28 0.62
F 2.44 -0.44 1.92
S 1.85 -0.55 -0.65
F 0.68 0.45 -0.24
F 2.51 0.56 -1.58
F 2.99 -1.56 -1.07
F 1.19 -1.68 0.24
F 0.99 -1.02 -1.88
H 6.03 2.98 0.88
H 7.34 2.52 -0.19
H 5.06 0.98 -1.10
H 5.88 2.29 -1.90
O 10.27 1.29 1.11
C 11.14 0.60 1.59
O 11.52 0.84 2.85
C 12.42 -0.02 3.57
C 13.87 0.33 3.30
C 11.84 -0.46 0.78
H 12.20 -1.06 3.36
H 12.18 0.16 4.62
H 14.14 0.18 2.25
H 14.52 -0.29 3.91
H 14.06 1.38 3.54
H 12.65 0.01 0.22
H 11.13 -0.87 0.06
H 12.25 -1.28 1.36
O -5.34 0.11 -2.71
C -4.20 0.49 -2.68
O -3.58 0.56 -1.48
C -2.19 0.86 -1.34
C -1.91 2.35 -1.33
C -3.47 0.93 -3.93
H -1.61 0.33 -2.10
H -1.92 0.42 -0.38
H -2.19 2.81 -2.28
H -0.86 2.53 -1.16
H -2.49 2.83 -0.55
H -3.71 1.98 -4.10
H -3.85 0.35 -4.76
H -2.39 0.83 -3.88
O -9.89 -2.71 2.70
C -9.44 -2.14 1.74
O -8.51 -2.77 1.00
C -8.02 -2.24 -0.24
C -6.90 -1.25 -0.05
C -9.85 -0.73 1.39
H -8.84 -1.82 -0.82
H -7.67 -3.12 -0.78
H -7.23 -0.37 0.49
H -6.51 -0.93 -1.02
H -6.08 -1.71 0.51
H -9.24 -0.04 1.97
H -10.88 -0.59 1.69
H -9.76 -0.48 0.34
O -11.90 1.67 1.60
C -12.67 2.05 2.44
O -12.16 2.39 3.65
C -12.96 2.99 4.68
C -13.67 1.95 5.52
C -14.16 2.09 2.21
H -13.64 3.73 4.26
H -12.24 3.53 5.29
H -14.39 1.38 4.93
H -14.21 2.43 6.34
H -12.96 1.25 5.94
H -14.56 1.10 2.44
H -14.33 2.30 1.16
H -14.69 2.82 2.81
O 5.60 -4.66 -6.34
C 4.74 -4.39 -5.55
O 5.10 -4.07 -4.28
C 4.18 -3.59 -3.31
C 3.46 -4.71 -2.59
C 3.27 -4.47 -5.90
H 3.48 -2.88 -3.76
H 4.79 -3.02 -2.61
H 2.85 -5.30 -3.27
H 2.82 -4.30 -1.81
H 4.19 -5.38 -2.13
H 2.94 -5.50 -5.77
H 3.17 -4.21 -6.95
H 2.63 -3.82 -5.32
*
```

The orbital gap is 9.32 eV. The value obtained for the energy relative to the best compared isomer or geometry (same formula, charge and spin) is 0.0 kJ/mol. For the LUMO energy, the calculation gives -0.1668 eV. For the HOMO energy, the calculation gives -0.349 Eh. The value obtained for the total energy is -114002.1836 eV.

Mulliken atomic charge list, values in e, 4 entries: number 1, O, carries -0.532; number 2, S, carries 1.024; number 3, O, carries -0.248; number 4, F, carries -0.160

---

C26H44F3N7O2SSiSr | ωB97M-V/def2-TZVPD

```
! wB97M-V def2-TZVPD RIJCOSX def2/J DEFGRID3
* xyz 0 1
Sr 0.99 -0.43 0.20
C -2.87 -1.85 2.70
C -2.15 -0.50 2.69
N -0.74 -0.52 2.30
C 0.15 -1.31 3.14
C 1.62 -1.53 2.72
N 1.98 -2.40 1.56
C 0.92 -3.30 1.07
C 1.28 -4.00 -0.24
C 1.23 -3.16 -1.51
N 0.11 -2.22 -1.59
C -1.20 -2.78 -1.92
C -1.99 -3.29 -0.72
N -2.21 -2.28 0.29
C -2.58 -2.85 1.57
H -3.94 -1.62 2.72
H -2.67 -2.37 3.63
H -2.29 -0.04 3.67
H -2.64 0.16 1.96
H -0.45 0.47 2.32
H -0.30 -2.30 3.28
H 0.24 -0.87 4.14
H 2.06 -1.97 3.62
H 2.13 -0.56 2.61
H 2.77 -2.97 1.83
H -0.01 -2.74 0.90
H 0.67 -4.06 1.82
H 0.62 -4.87 -0.29
H 2.29 -4.41 -0.18
H 1.25 -3.83 -2.38
H 2.14 -2.55 -1.57
H 0.35 -1.53 -2.30
H -1.10 -3.61 -2.64
H -1.78 -2.01 -2.43
H -1.44 -4.11 -0.25
H -2.92 -3.75 -1.09
H -2.87 -1.58 -0.03
H -1.75 -3.49 1.87
H -3.45 -3.52 1.49
F -0.42 5.24 1.94
C 0.84 5.23 2.40
F 0.98 6.34 3.15
F 1.66 5.38 1.34
C 1.15 3.99 3.20
C 1.50 4.13 4.53
C 1.76 3.01 5.30
C 1.65 1.78 4.68
N 1.31 1.62 3.40
C 1.07 2.69 2.63
S 0.65 2.44 0.97
H 1.56 5.12 4.96
H 2.05 3.09 6.34
H 1.84 0.87 5.24
O 1.41 2.04 -5.65
C 0.10 2.53 -5.66
N -0.88 1.52 -6.04
C -1.78 0.89 -5.26
O -2.62 0.13 -5.70
C -1.76 1.16 -3.78
C -2.83 1.83 -3.20
C -2.84 2.02 -1.83
C -1.80 1.47 -1.08
N -0.79 0.79 -1.62
C -0.76 0.67 -2.95
H 1.69 1.83 -4.75
H 0.06 3.32 -6.41
H -0.19 2.95 -4.70
H -0.94 1.28 -7.02
H -3.64 2.20 -3.82
H -3.62 2.56 -1.33
H -1.78 1.59 -0.01
H 0.10 0.17 -3.38
C 4.73 0.57 -1.97
Si 2.84 0.51 -2.31
C 2.48 2.33 -2.80
C 2.90 -0.44 -4.00
H 5.28 0.95 -2.84
H 5.12 -0.43 -1.74
H 4.96 1.22 -1.12
H 3.22 2.70 -3.51
H 2.49 2.97 -1.92
H 1.48 2.47 -3.24
H 3.35 0.15 -4.81
H 1.96 -0.85 -4.38
H 3.57 -1.30 -3.86
*
```

The orbital gap is 5.95 eV. The value obtained for the energy relative to the best compared isomer or geometry (same formula, charge and spin) is 115.7 kJ/mol. For the LUMO energy, the calculation gives -0.0626 eV. For the HOMO energy, the calculation gives -0.221 Eh. The value obtained for the total energy is -69905.0251 eV.

Mulliken atomic charge list, values in e, 4 entries: number 1, Sr, carries 0.993; number 2, C, carries -0.945; number 3, C, carries -1.159; number 4, N, carries 0.916

---

C26H44O4S | ωB97M-V/def2-TZVPD

```
! wB97M-V def2-TZVPD RIJCOSX def2/J DEFGRID3
* xyz 0 1
C 4.31 -4.16 -0.32
C 4.73 -3.23 -1.48
C 5.85 -2.21 -1.11
C 5.31 -0.78 -0.82
C 4.89 -0.63 0.67
C 4.05 0.67 0.90
C 2.68 0.49 0.22
C 1.62 1.54 0.62
C 0.19 0.94 0.52
C -0.11 0.17 -0.78
C -0.29 1.10 -2.02
C -1.26 0.38 -3.01
C -2.76 0.71 -2.74
C -3.50 -0.46 -2.00
C -3.73 -0.18 -0.48
C -3.41 -1.36 0.49
C -3.66 -2.73 -0.09
C -2.64 -3.45 -0.51
C -2.99 -4.80 -1.11
O -2.36 -5.78 -0.92
C -4.26 -4.78 -1.95
C -5.28 -4.07 -1.54
C -5.06 -3.32 -0.23
O -5.87 -3.22 0.62
H 3.47 -4.78 -0.67
H 3.96 -3.62 0.56
H 5.11 -4.85 -0.04
H 3.87 -2.70 -1.92
H 5.14 -3.87 -2.28
H 6.45 -2.54 -0.25
H 6.51 -2.13 -1.98
H 4.47 -0.61 -1.50
H 6.08 -0.03 -1.06
H 4.20 -1.48 0.85
H 5.74 -0.72 1.35
H 4.55 1.54 0.45
H 3.93 0.75 1.99
H 2.28 -0.49 0.53
H 2.74 0.47 -0.88
H 1.69 2.48 0.04
H 1.76 1.83 1.67
H -0.51 1.79 0.54
H -0.03 0.36 1.44
H -1.07 -0.34 -0.62
H 0.62 -0.61 -1.03
H -0.73 2.07 -1.74
H 0.69 1.18 -2.50
H -0.98 0.58 -4.06
H -1.06 -0.70 -2.87
H -3.21 0.80 -3.74
H -2.87 1.63 -2.16
H -4.49 -0.57 -2.46
H -2.92 -1.37 -2.21
H -3.14 0.71 -0.21
H -4.78 0.11 -0.35
H -4.09 -1.25 1.35
H -2.40 -1.25 0.89
H -1.60 -3.10 -0.46
H -4.32 -5.32 -2.89
H -6.21 -3.99 -2.09
O 0.52 2.77 3.56
S 0.30 4.20 3.55
O 1.30 5.12 4.01
C -0.23 4.68 1.91
C -1.75 4.53 1.95
C -2.19 5.11 3.30
C -1.26 4.54 4.37
H 0.25 4.05 1.17
H 0.06 5.72 1.76
H -2.22 5.05 1.11
H -2.02 3.48 1.89
H -2.10 6.20 3.28
H -3.23 4.87 3.52
H -1.08 5.24 5.18
H -1.64 3.60 4.77
*
```

The orbital gap is 9.24 eV. For the LUMO energy, the calculation gives -0.4971 eV. For the HOMO energy, the calculation gives -0.358 Eh. The value obtained for the total energy is -46698.7703 eV. Its SMILES is CCCCCCCCCCCCCCCCC1=CC(=O)C=CC1=O.O=S1(=O)CCCC1.

Mulliken atomic charge list, values in e, 4 entries: number 1, C, carries -1.148; number 2, C, carries -0.353; number 3, C, carries -0.760; number 4, C, carries -0.397

---

C26H45AuF3O2P2 | ωB97M-V/def2-TZVPD

```
! wB97M-V def2-TZVPD RIJCOSX def2/J DEFGRID3
* xyz 1 3
Au 0.63 0.11 0.06
C -1.95 1.67 0.76
C -2.45 0.78 -0.24
C -2.24 -0.39 1.72
C -1.91 0.96 1.99
C -2.61 -0.49 0.36
C -1.86 3.12 0.60
H -1.48 3.37 -0.39
H -1.20 3.57 1.35
H -2.86 3.58 0.71
C -1.80 1.52 3.34
H -1.56 2.58 3.28
H -1.03 0.99 3.89
H -2.76 1.41 3.87
C -2.35 -1.48 2.68
H -3.40 -1.66 2.95
H -1.77 -1.26 3.57
H -1.95 -2.39 2.24
C -3.25 -1.67 -0.24
H -4.35 -1.64 -0.13
H -2.90 -2.57 0.25
H -2.99 -1.71 -1.29
C -3.04 1.23 -1.51
H -4.02 1.71 -1.36
H -3.17 0.41 -2.21
H -2.38 1.96 -1.99
C 1.51 0.58 -2.79
C 0.48 1.44 -2.93
C -0.13 1.68 -4.28
C -1.00 0.53 -4.90
C -1.13 -0.75 -4.10
C -0.10 -1.59 -4.00
C 1.23 -1.26 -4.63
C 2.09 -0.15 -3.96
H 0.65 1.91 -5.02
H -0.61 0.33 -5.91
H -0.78 2.56 -4.20
H 2.36 0.57 -4.75
H 1.93 0.37 -1.80
H 0.07 1.97 -2.07
H 3.03 -0.63 -3.63
H 1.85 -2.17 -4.61
H -0.14 -2.53 -3.44
H 1.11 -0.98 -5.69
H -2.01 0.95 -5.01
H -2.11 -0.91 -3.64
P 1.70 1.94 1.18
C 1.31 2.75 2.76
H 2.15 3.37 3.05
H 1.16 2.00 3.54
H 0.43 3.38 2.69
C 3.39 1.36 1.41
H 4.00 2.15 1.82
H 3.80 1.04 0.45
H 3.38 0.53 2.11
C 1.88 3.40 0.15
H 2.31 3.12 -0.80
H 2.53 4.13 0.65
H 0.90 3.85 -0.02
P 0.93 -2.27 0.39
C -0.26 -3.54 -0.14
H 0.23 -4.42 -0.54
H -0.95 -3.15 -0.87
H -0.84 -3.86 0.73
C 2.53 -2.54 -0.41
H 2.44 -2.63 -1.49
H 3.03 -3.43 -0.02
H 3.15 -1.68 -0.19
C 1.34 -3.13 1.94
H 1.59 -4.18 1.75
H 0.50 -3.09 2.62
H 2.19 -2.66 2.41
F 0.66 -0.78 6.15
C 0.96 -1.52 5.04
F 2.02 -2.31 5.38
F -0.10 -2.35 4.83
C 1.25 -0.59 3.79
O 2.29 0.08 3.92
O 0.44 -0.62 2.82
*
```

The orbital gap (spin up / spin down) is 9.05 / 5.95 eV. For the LUMO energy (spin up / spin down), the calculation gives -2.3579 / -5.5269 eV. For the HOMO energy (spin up / spin down), the calculation gives -0.419 / -0.422 Eh. The value obtained for the total energy is -62202.0241 eV.

Mulliken atomic charge list, values in e, 4 entries: number 1, Au, carries 0.629; number 2, C, carries 0.741; number 3, C, carries 0.580; number 4, C, carries 1.222

---

C26H45BrClIO7S2 | ωB97M-V/def2-TZVPD

```
! wB97M-V def2-TZVPD RIJCOSX def2/J DEFGRID3
* xyz 0 1
C 0.86 3.71 0.60
C -0.07 3.03 -0.39
O -1.38 3.58 -0.35
C -2.40 2.75 0.18
C -3.37 2.24 -0.90
O -3.48 0.82 -0.85
C -3.71 0.18 -2.09
C -2.80 -1.01 -2.34
O -1.55 -0.65 -2.92
C -0.58 -0.16 -2.02
C 0.10 -1.23 -1.20
C 1.00 -2.09 -1.70
C 1.50 -2.06 -3.12
C 2.51 -0.91 -3.28
C 3.96 -1.36 -2.96
I 2.38 -0.12 -5.28
C 1.52 -3.16 -0.79
O 1.85 -4.24 -1.23
C 1.63 -2.82 0.66
C 2.68 -3.55 1.44
C 2.26 -4.99 1.83
C 1.27 -5.05 2.98
Cl 1.87 -4.31 4.50
C 0.78 -1.90 1.16
C 0.81 -1.43 2.59
C 0.20 -0.03 2.83
C -1.15 -0.04 3.57
Br 1.49 1.06 3.85
C -0.26 -1.36 0.24
O -1.35 -1.03 0.67
H 1.73 3.07 0.75
H 0.37 3.80 1.57
H 1.20 4.68 0.24
H -0.08 1.96 -0.18
H 0.31 3.17 -1.41
H -2.00 1.92 0.77
H -2.96 3.38 0.88
H -4.36 2.67 -0.70
H -3.03 2.60 -1.86
H -4.74 -0.21 -2.10
H -3.61 0.86 -2.94
H -2.67 -1.61 -1.43
H -3.30 -1.64 -3.08
H 0.15 0.36 -2.64
H -1.03 0.58 -1.35
H 0.64 -1.94 -3.78
H 2.00 -3.00 -3.36
H 2.27 -0.09 -2.62
H 4.38 -0.72 -2.18
H 4.60 -1.28 -3.83
H 3.97 -2.38 -2.58
H 3.59 -3.61 0.85
H 2.91 -2.99 2.34
H 3.15 -5.57 2.05
H 1.73 -5.42 0.98
H 1.05 -6.09 3.22
H 0.33 -4.58 2.73
H 0.35 -2.15 3.27
H 1.87 -1.38 2.88
H 0.10 0.50 1.89
H -1.89 0.53 3.01
H -1.52 -1.06 3.64
H -1.04 0.36 4.57
C -5.10 5.28 -5.37
S -4.96 4.72 -3.66
O -4.20 3.44 -3.69
C -6.69 4.30 -3.45
H -4.11 5.55 -5.71
H -5.50 4.47 -5.98
H -5.75 6.15 -5.41
H -6.97 3.56 -4.20
H -7.30 5.20 -3.55
H -6.80 3.88 -2.45
C 5.46 0.51 4.50
S 4.97 -1.17 4.09
O 4.04 -1.06 2.92
C 3.94 -1.43 5.53
H 6.08 0.88 3.69
H 4.57 1.13 4.61
H 6.04 0.49 5.42
H 3.16 -0.67 5.57
H 4.56 -1.39 6.43
H 3.48 -2.42 5.44
*
```

The orbital gap is 7.90 eV. For the LUMO energy, the calculation gives -0.9456 eV. For the HOMO energy, the calculation gives -0.325 Eh. The value obtained for the total energy is -154357.1248 eV.

Mulliken atomic charge list, values in e, 4 entries: number 1, C, carries -1.395; number 2, C, carries 0.773; number 3, O, carries -0.506; number 4, C, carries -0.020

---

C26H45ClNPRe | ωB97M-V/def2-TZVPD

```
! wB97M-V def2-TZVPD RIJCOSX def2/J DEFGRID3
* xyz 0 4
Re -1.69 -1.52 0.64
Cl -3.42 -2.89 1.45
P 0.16 -0.43 -0.20
C -0.78 -0.80 2.38
H 0.04 -0.35 3.10
H -0.51 -1.90 2.63
C -0.26 -0.76 -1.96
C 1.72 -1.42 0.24
C 0.48 0.04 -3.03
H -0.01 -1.83 -2.09
C 0.09 -0.52 -4.41
H 0.23 1.11 -2.97
H 1.56 -0.06 -2.90
C -1.42 -0.57 -4.63
H 0.57 0.08 -5.19
H 0.51 -1.54 -4.50
C -2.19 -1.23 -3.47
H -1.79 0.45 -4.78
H -1.63 -1.11 -5.56
C -1.79 -0.65 -2.11
H -3.27 -1.10 -3.63
H -1.98 -2.31 -3.46
H -2.08 0.41 -2.07
H -2.32 -1.19 -1.25
C 0.69 1.39 0.00
C 2.43 -0.88 1.48
H 1.30 -2.42 0.49
C 3.60 -1.80 1.87
H 2.81 0.14 1.29
H 1.73 -0.79 2.32
C 4.55 -2.11 0.70
H 4.15 -1.34 2.69
H 3.18 -2.75 2.24
C 3.82 -2.54 -0.58
H 5.17 -1.23 0.49
H 5.23 -2.91 1.01
C 2.65 -1.63 -0.96
H 4.53 -2.58 -1.41
H 3.43 -3.55 -0.44
H 3.03 -0.67 -1.33
H 2.10 -2.09 -1.79
C -0.35 2.41 -0.49
H 0.79 1.45 1.11
C 0.06 3.83 -0.12
H -0.46 2.31 -1.58
H -1.34 2.23 -0.07
C 1.45 4.20 -0.62
H -0.68 4.52 -0.52
H 0.03 3.93 0.98
C 2.50 3.13 -0.29
H 1.41 4.34 -1.71
H 1.76 5.16 -0.20
C 2.05 1.71 -0.64
H 3.43 3.34 -0.83
H 2.73 3.17 0.78
H 1.94 1.62 -1.74
H 2.82 0.99 -0.35
C -2.40 0.28 1.41
C -1.51 0.56 2.76
H -2.10 1.08 0.68
C -2.32 0.78 4.08
H -0.75 1.33 2.55
C -3.50 -0.16 4.10
H -1.60 0.56 4.90
H -2.68 1.84 4.20
C -4.51 0.22 3.02
H -3.18 -1.18 3.91
H -3.96 -0.22 5.09
C -3.94 0.32 1.61
H -5.41 -0.41 3.05
H -4.88 1.20 3.29
H -4.43 -0.41 0.95
H -4.17 1.29 1.15
N -0.53 -4.29 -0.64
C -0.91 -3.29 -0.15
*
```

The orbital gap (spin up / spin down) is 7.54 / 7.54 eV. For the LUMO energy (spin up / spin down), the calculation gives 0.0085 / -0.7527 eV. For the HOMO energy (spin up / spin down), the calculation gives -0.277 / -0.305 Eh. The value obtained for the total energy is -53119.4660 eV.

Mulliken atomic charge list, values in e, 4 entries: number 1, Re, carries 1.329; number 2, Cl, carries -0.444; number 3, P, carries -0.976; number 4, C, carries -0.815

---

What did the first record say?
C26H44F14O13S2 | ωB97M-V/def2-TZVPD

```
! wB97M-V def2-TZVPD RIJCOSX def2/J DEFGRID3
* xyz 0 1
O 7.62 -1.08 1.43
S 7.66 -0.01 0.47
O 6.96 -0.65 -0.96
F 6.13 -1.76 -0.70
O 6.54 1.02 0.99
C 6.37 2.20 0.19
C 5.37 2.02 -0.97
C 4.19 2.98 -0.96
F 4.69 4.23 -0.81
F 3.62 2.94 -2.19
C 2.99 2.85 0.08
F 3.04 3.93 0.88
F 1.83 2.91 -0.59
C 2.90 1.68 1.11
F 1.78 1.92 1.81
F 3.96 1.82 1.94
C 2.89 0.12 0.80
F 4.13 -0.28 0.62
F 2.44 -0.44 1.92
S 1.85 -0.55 -0.65
F 0.68 0.45 -0.24
F 2.51 0.56 -1.58
F 2.99 -1.56 -1.07
F 1.19 -1.68 0.24
F 0.99 -1.02 -1.88
H 6.03 2.98 0.88
H 7.34 2.52 -0.19
H 5.06 0.98 -1.10
H 5.88 2.29 -1.90
O 10.27 1.29 1.11
C 11.14 0.60 1.59
O 11.52 0.84 2.85
C 12.42 -0.02 3.57
C 13.87 0.33 3.30
C 11.84 -0.46 0.78
H 12.20 -1.06 3.36
H 12.18 0.16 4.62
H 14.14 0.18 2.25
H 14.52 -0.29 3.91
H 14.06 1.38 3.54
H 12.65 0.01 0.22
H 11.13 -0.87 0.06
H 12.25 -1.28 1.36
O -5.34 0.11 -2.71
C -4.20 0.49 -2.68
O -3.58 0.56 -1.48
C -2.19 0.86 -1.34
C -1.91 2.35 -1.33
C -3.47 0.93 -3.93
H -1.61 0.33 -2.10
H -1.92 0.42 -0.38
H -2.19 2.81 -2.28
H -0.86 2.53 -1.16
H -2.49 2.83 -0.55
H -3.71 1.98 -4.10
H -3.85 0.35 -4.76
H -2.39 0.83 -3.88
O -9.89 -2.71 2.70
C -9.44 -2.14 1.74
O -8.51 -2.77 1.00
C -8.02 -2.24 -0.24
C -6.90 -1.25 -0.05
C -9.85 -0.73 1.39
H -8.84 -1.82 -0.82
H -7.67 -3.12 -0.78
H -7.23 -0.37 0.49
H -6.51 -0.93 -1.02
H -6.08 -1.71 0.51
H -9.24 -0.04 1.97
H -10.88 -0.59 1.69
H -9.76 -0.48 0.34
O -11.90 1.67 1.60
C -12.67 2.05 2.44
O -12.16 2.39 3.65
C -12.96 2.99 4.68
C -13.67 1.95 5.52
C -14.16 2.09 2.21
H -13.64 3.73 4.26
H -12.24 3.53 5.29
H -14.39 1.38 4.93
H -14.21 2.43 6.34
H -12.96 1.25 5.94
H -14.56 1.10 2.44
H -14.33 2.30 1.16
H -14.69 2.82 2.81
O 5.60 -4.66 -6.34
C 4.74 -4.39 -5.55
O 5.10 -4.07 -4.28
C 4.18 -3.59 -3.31
C 3.46 -4.71 -2.59
C 3.27 -4.47 -5.90
H 3.48 -2.88 -3.76
H 4.79 -3.02 -2.61
H 2.85 -5.30 -3.27
H 2.82 -4.30 -1.81
H 4.19 -5.38 -2.13
H 2.94 -5.50 -5.77
H 3.17 -4.21 -6.95
H 2.63 -3.82 -5.32
*
```

The orbital gap is 9.32 eV. The value obtained for the energy relative to the best compared isomer or geometry (same formula, charge and spin) is 0.0 kJ/mol. For the LUMO energy, the calculation gives -0.1668 eV. For the HOMO energy, the calculation gives -0.349 Eh. The value obtained for the total energy is -114002.1836 eV.

Mulliken atomic charge list, values in e, 4 entries: number 1, O, carries -0.532; number 2, S, carries 1.024; number 3, O, carries -0.248; number 4, F, carries -0.160